# C9H12N3O

The ion C9H12N3O with charge +1 in a non-equilibrium geometry (ωB97M-V with the def2-TZVPD basis set, OMol25).

```
25
Properties=species:S:1:pos:R:3:forces:R:3
H 1.646935 -0.409042 -1.491527 -0.50 0.41 0.78
C -2.542197 1.375840 0.182128 2.37 -0.40 -0.46
C -1.047510 -0.477683 0.022762 -2.39 -0.30 -2.41
N 1.007212 1.323735 -0.398012 1.63 -1.61 -1.73
C 3.800277 -0.620954 -0.157466 1.82 0.58 -1.21
H 4.190944 0.330220 -0.616832 -0.05 -0.66 0.98
H 0.299179 1.395222 1.542635 -0.10 -0.18 0.95
C -2.086686 -1.435070 -0.198964 -0.60 3.55 0.58
H 3.971165 -1.316696 -1.053603 -1.20 0.24 1.46
C -3.586883 0.492218 0.007166 -0.18 1.97 -1.06
H -4.567516 0.957777 -0.155913 0.16 -0.61 0.60
C 1.426275 -0.064654 -0.434310 -0.04 1.69 -2.97
H -1.822977 -2.461827 -0.259160 -0.26 -0.69 -0.18
C -3.375730 -0.839740 -0.232033 0.99 -2.83 1.26
H 4.437910 -0.964850 0.725948 -1.11 0.63 -1.32
C -1.186575 0.883475 0.110728 -3.38 0.93 1.87
H -0.134270 2.705864 0.517085 -0.42 0.96 -0.04
H 1.851461 1.868457 -0.466015 -0.14 0.50 0.29
O 2.476533 -0.335256 0.334222 1.13 -1.43 1.75
H -2.686125 2.445372 0.303005 -0.14 -0.19 0.08
H 1.421050 -2.170429 0.735274 1.82 0.10 -0.48
N 0.477108 -1.931696 0.558333 -1.38 -3.56 1.86
N 0.253578 -0.905110 0.005410 2.06 0.89 0.60
H -4.228049 -1.500168 -0.124813 -0.08 -0.06 -0.82
C 0.004891 1.654995 0.543952 0.00 0.07 -0.39
```
Positions in Å, forces in eV/Å.

**Net charge**: +1
**HOMO-LUMO gap**: 8.02 eV
**Multiplicity**: 1

=====

# C9H12N3O5S4Yb

A structure of composition C9H12N3O5S4Yb in a non-equilibrium geometry (ωB97M-V with the def2-TZVPD basis set, OMol25).

```
34
Properties=species:S:1:pos:R:3:forces:R:3
N 1.670548 -1.949099 -1.380269 -2.39 -3.03 -1.40
O -2.018626 3.087539 2.148028 2.40 -1.75 -2.13
H -0.236448 4.435782 0.685367 0.36 -1.76 0.07
S 1.684233 0.576099 0.116687 -0.49 -1.15 -0.15
S -2.689153 0.014985 1.031659 -4.73 1.26 -2.31
C 1.609254 1.945126 -1.140671 0.40 1.13 -2.23
H -2.630849 -0.905954 4.295914 0.67 -0.13 -1.35
H 3.230314 -3.679226 -1.514583 -1.85 0.77 -0.08
C 2.437417 -0.908565 -0.658302 2.25 1.33 -0.31
H -1.056307 -1.863229 1.590567 -1.16 1.14 0.55
H 1.440730 1.528324 -2.206016 0.23 0.40 1.62
O -3.773567 0.663961 1.840016 3.40 -1.33 -0.72
N -1.518082 1.068287 0.387242 -0.45 0.18 1.84
H 1.222330 3.480564 1.219711 -1.57 -0.63 -0.54
C 0.438735 2.995690 -0.875585 -0.42 0.24 0.17
O -0.099977 1.493600 2.546786 -1.56 1.62 -2.71
C -1.763726 -1.070396 3.570459 3.53 0.24 1.29
C 0.278083 -1.881818 -1.871308 1.31 -3.77 -1.19
H -2.801760 -2.222437 1.990090 0.90 1.61 -0.15
H 0.662623 3.973685 -1.445889 0.06 -1.68 0.74
S 4.108846 -1.082540 -0.574893 -2.34 -0.30 -0.64
O -0.599944 -1.045066 4.056982 -4.12 -0.39 -2.00
H -0.537535 2.599407 -1.305193 1.23 0.41 0.73
H -0.401624 -0.970811 -1.728945 0.97 -1.32 0.07
C 0.022651 -3.272180 -2.578118 2.54 2.89 1.91
O -3.370496 -0.637255 -0.171667 3.11 0.77 2.20
Yb 2.402947 -2.133619 -3.707602 0.01 0.92 -1.62
C -2.002552 -1.389280 2.027732 0.15 -1.26 1.07
C 0.229115 3.386701 0.655223 -0.02 0.76 -1.35
S -0.965245 2.225169 1.521007 -0.51 -0.94 4.30
N 1.237919 -4.150220 -2.522597 -0.27 6.56 2.71
H 2.602669 2.521481 -1.193551 -1.28 -1.15 0.42
H -0.987602 -3.530455 -3.035753 1.74 0.11 0.61
C 2.175074 -3.304250 -1.772528 -2.09 -1.73 0.57
```
Positions in Å, forces in eV/Å.

**Net charge**: +1
**HOMO-LUMO gap**: 3.14 eV
**Multiplicity**: 1

=====

# C9H12N3S

A cluster of 2 separate species, C9H12N3S in total in a non-equilibrium geometry (ωB97M-V with the def2-TZVPD basis set, OMol25).

```
25
Properties=species:S:1:pos:R:3:forces:R:3
C -0.465342 -0.142702 1.693502 0.64 -2.07 1.12
H -0.916489 0.671875 2.109782 -1.07 2.63 0.18
C -0.732440 2.578153 0.070172 -2.10 1.19 -1.56
H -1.386241 -0.910693 -3.281173 0.38 0.95 1.28
H -0.637430 0.655170 -3.514736 -0.27 -0.61 1.61
H 0.654350 -3.004023 3.067492 0.22 -0.28 0.15
N -1.360507 0.284212 -0.341654 -2.20 1.94 -1.85
S 2.398259 1.403284 -1.066751 -3.00 -1.38 -0.37
H -0.045461 -0.521010 3.631106 0.46 -0.58 1.08
H 2.310000 2.432732 1.144492 -0.61 0.30 0.22
H 0.478954 -3.602795 0.542885 0.80 -0.25 1.00
N -1.542567 0.400535 -1.610859 -2.75 1.14 3.75
C 0.360614 -2.610245 0.971569 0.13 -2.80 0.67
C 1.627993 2.181802 0.339195 2.84 -0.14 -0.97
H 0.046966 -2.177696 -0.981295 -0.70 0.20 -0.31
C -0.833864 -0.102094 -2.669799 1.87 -1.94 -5.18
C -0.604984 -0.520152 0.384320 2.08 -2.14 -0.55
H 0.151619 -0.581464 -2.440772 -0.93 0.79 0.36
C 0.399688 -2.282520 2.316628 -0.09 0.96 1.01
N 0.475267 2.643122 0.128541 -1.14 -0.06 0.85
H 3.598373 1.779982 -1.006262 2.41 1.04 0.63
C -0.092589 -1.817443 0.023968 -0.45 3.26 -1.91
H -1.463992 3.291324 -0.513803 1.76 -0.97 1.36
H -2.463029 0.936246 -1.676086 1.84 -0.89 -1.00
C 0.042853 -0.985602 2.679537 -0.14 -0.30 -1.58
```
Positions in Å, forces in eV/Å.

**Net charge**: +1
**HOMO-LUMO gap**: 5.97 eV
**Multiplicity**: 1

=====

# C9H12N4O3S2Zn

A structure of composition C9H12N4O3S2Zn in a non-equilibrium geometry (ωB97M-V with the def2-TZVPD basis set, OMol25).

```
31
Properties=species:S:1:pos:R:3:forces:R:3
H -0.613992 2.288543 3.232405 0.02 0.29 -0.37
O 1.550719 0.372784 2.449816 -1.16 -0.25 1.73
C 0.936094 -3.669323 0.055119 0.65 -0.35 -0.18
C -0.080251 -1.467790 -1.321665 2.23 -1.17 1.43
H -1.364797 -0.705914 -3.769985 -0.02 -0.16 -0.15
C -0.137360 1.779006 4.045917 0.88 -1.16 2.28
H 0.380253 -0.401563 -4.055991 -0.21 -0.04 0.25
N 0.332778 -1.389344 0.000426 -0.50 -0.16 -1.67
N -0.946927 4.278259 -1.254197 0.20 0.56 -0.36
H -0.853450 1.596234 4.914907 0.90 0.16 -1.28
C 0.806094 -2.417908 0.668626 -0.32 -0.49 0.56
S 0.411274 2.821346 0.540059 0.23 0.66 0.95
C 0.532029 -3.844284 -1.271661 -0.12 1.23 0.96
O 0.739291 -0.710984 4.629654 -0.47 1.41 -2.09
S 0.432095 0.148681 3.474891 -0.08 -0.14 -1.05
C -0.559967 3.051052 -0.839034 0.22 -1.54 -1.00
C 0.023374 -2.719307 -1.939500 -0.59 -0.02 -0.16
H 0.604472 -4.805594 -1.769481 0.04 0.17 0.06
H -0.393684 5.017888 -0.808876 -0.74 -0.24 -0.58
C -0.503111 -0.113317 -3.470481 0.00 0.16 0.15
O -0.732698 -0.256169 2.578748 0.68 -0.11 0.78
C -0.303455 -0.189091 -2.003857 -0.90 1.43 1.68
H 1.474189 -4.453330 0.586751 -0.45 0.05 -0.04
H 1.016162 -2.219805 1.752896 0.06 -0.37 -1.24
N -0.864505 2.017643 -1.641854 0.07 0.98 -0.36
H -0.735102 0.924106 -3.628984 -0.08 0.41 -0.56
Zn 0.154231 0.397947 0.744692 0.10 1.51 1.32
H -0.350833 -2.845645 -2.944032 0.13 0.13 -0.20
H -1.297725 4.399852 -2.233863 0.64 -0.28 1.56
N -0.436938 0.852315 -1.176707 -0.53 -2.64 -1.97
H 0.781734 2.263708 4.455246 -0.86 -0.02 -0.47
```
Positions in Å, forces in eV/Å.

**HOMO-LUMO gap**: 7.16 eV
**Multiplicity**: 1

=====

# C9H12NO2P

The molecule C9H12NO2P in a non-equilibrium geometry (ωB97M-V with the def2-TZVPD basis set, OMol25).

```
25
Properties=species:S:1:pos:R:3:forces:R:3
C -1.931802 0.895643 0.394839 -0.37 0.72 0.62
N 0.932245 -1.067977 0.348315 1.39 0.55 -1.92
H -2.023521 0.224767 1.226273 0.33 -0.77 -0.15
O -1.116534 -2.011435 -1.024222 1.72 2.50 -0.38
H 2.797047 -1.211533 1.210893 0.41 0.27 -0.14
C 2.368573 -1.500344 0.252898 0.64 1.32 -0.62
C 0.038605 -2.006894 0.991355 0.55 1.06 2.94
C -0.925096 1.825278 -1.574723 -0.48 1.28 0.14
P 0.268547 -0.459838 -1.034427 -5.77 -3.26 3.95
H -1.660621 3.917662 -2.023541 0.19 -1.71 0.70
H 2.990948 -1.031996 -0.643582 -1.70 -0.90 1.96
H -0.610575 -1.340033 1.706590 0.33 -1.69 -1.66
H -3.480389 2.005019 1.284786 -1.29 0.13 1.68
H -3.292092 3.943321 -0.129893 0.43 -1.15 -1.09
H 0.141017 -3.488602 -0.592097 0.31 -0.64 0.55
O 1.096943 -0.246555 -2.163153 1.85 0.69 -2.73
H -0.167196 1.640404 -2.336501 -0.35 0.92 -0.16
H -1.400851 -3.521223 0.388491 0.33 0.22 -0.37
C -1.729297 2.972738 -1.383214 -0.56 1.14 -1.47
C -2.780405 2.009135 0.529119 1.58 -1.99 -1.91
C -0.604598 -2.898245 -0.063118 -0.48 0.94 0.00
C -2.749604 2.992808 -0.418624 1.08 2.20 0.62
C -1.011539 0.808605 -0.651373 0.63 -0.66 0.01
H 2.456509 -2.574902 0.242307 -0.16 -0.48 -0.50
H 0.735918 -2.465604 1.708299 -0.60 -0.70 -0.06
```
Positions in Å, forces in eV/Å.

**HOMO-LUMO gap**: 9.93 eV
**Multiplicity**: 1

=====

# C9H12O2

The molecule C9H12O2 in a non-equilibrium geometry (ωB97M-V with the def2-TZVPD basis set, OMol25).

```
23
Properties=species:S:1:pos:R:3:forces:R:3
C -2.405460 -1.334029 0.647333 2.58 -1.02 1.04
O 0.553228 -1.418676 0.200935 0.01 1.58 0.38
H 1.864793 2.451993 1.115059 -1.02 1.32 3.52
O 4.232067 -0.264483 0.025927 1.88 -0.32 -0.41
C -3.180024 0.679798 -0.237775 -1.78 -1.33 0.05
H 1.062447 2.469129 -0.481644 -0.30 0.47 0.31
C 1.515594 -2.168176 -0.565909 -4.16 -1.03 1.12
H -1.870251 -2.122928 1.230281 0.48 1.16 -0.75
H -4.159648 -0.015772 -0.125666 2.17 2.33 -0.38
H 1.622869 -1.746982 -1.524792 -0.63 -0.14 -1.82
C 1.919355 0.646644 0.124185 0.14 0.37 -0.76
H 2.448076 -2.049205 -0.189250 2.89 -0.49 1.82
C 1.889818 2.176184 0.150921 -0.73 -1.91 -2.56
C -2.008616 -0.111438 0.222313 -1.08 -1.61 0.50
H -0.609703 1.680965 0.112587 -0.96 -1.67 0.43
H -3.349770 -1.751480 0.443955 -1.42 0.36 -0.30
H 2.713216 2.699725 -0.213830 1.79 0.31 -1.05
H -3.186929 1.597733 0.301218 -0.71 0.63 1.19
C -0.715503 0.546473 0.222940 2.87 1.98 -0.11
C 3.171918 0.154613 -0.043854 -4.29 0.31 1.12
C 0.539359 -0.007852 0.193998 0.60 -2.59 -0.62
H 1.009763 -3.198876 -0.402723 1.69 1.43 -1.10
H -3.056592 1.086648 -1.206215 -0.05 -0.14 -1.63
```
Positions in Å, forces in eV/Å.

**HOMO-LUMO gap**: 8.26 eV
**Multiplicity**: 1